A:
ORCA calculation (ωB97M-V/def2-TZVPD) on a structure of composition C39H14AuF15GeN5OS2.

Structure (XYZ):
```
78
C39H14AuF15GeN5OS2 (ωB97M-V/def2-TZVPD)
Au -3.48486 -3.85292 -3.65949
C 4.68120 1.69394 5.93211
O 5.11949 1.10757 4.72178
C 4.20039 0.42205 3.99053
C 2.87683 0.23311 4.37312
C 2.01809 -0.47450 3.54578
C 2.45787 -1.00247 2.33834
C 3.79081 -0.80955 1.97077
C 4.65464 -0.10612 2.78405
C 1.49420 -1.69166 1.47671
N 0.25985 -1.97744 1.81289
C -0.31276 -2.48843 0.67753
C 0.59281 -2.53726 -0.35105
N 1.76316 -2.04163 0.17759
C 0.27747 -3.01320 -1.66223
C 1.19418 -3.11604 -2.71045
C 0.75660 -3.52482 -3.94945
C -0.59731 -3.79709 -4.12124
N -1.47719 -3.70927 -3.12839
C -1.06684 -3.34949 -1.89815
C -2.04955 -3.30368 -0.81304
N -3.30332 -3.66842 -1.09629
C -4.21972 -3.59607 -0.15743
C -3.94121 -3.17875 1.14813
C -2.65094 -2.83344 1.46417
C -1.67133 -2.88836 0.46960
H 5.54553 2.20102 6.35195
H 4.32863 0.93639 6.63705
H 3.88512 2.42154 5.75523
H 2.49749 0.64024 5.29870
H 0.98075 -0.60503 3.82263
H 4.17536 -1.20662 1.03951
H 5.68553 0.05577 2.50012
H 2.60206 -1.82228 -0.32893
H 2.23350 -2.85492 -2.55353
H 1.42781 -3.60753 -4.79174
H -0.99073 -4.08056 -5.08588
H -5.22572 -3.88018 -0.44612
H -4.73441 -3.13118 1.88256
H -2.37059 -2.50935 2.45761
F -3.65712 1.41465 -0.12120
C -2.77342 1.29742 0.87189
C -1.41184 1.29490 0.59902
C -0.58539 1.21843 1.70633
F 0.75232 1.23505 1.58520
C -1.06163 1.13678 3.00427
F -0.21607 1.06758 4.04224
C -2.42305 1.12830 3.22746
F -2.90104 1.03726 4.47213
C -3.28868 1.21257 2.15214
F -4.60930 1.20968 2.36695
Ge -0.87524 1.28556 -1.33868
S -1.80925 -0.24466 -2.42880
C -1.28304 3.12307 -2.02964
C -0.85873 3.40916 -3.31611
F -0.15768 2.49683 -4.00630
C -1.09956 4.61894 -3.94193
F -0.66806 4.85331 -5.18653
C -1.79188 5.60205 -3.25949
F -2.03671 6.77894 -3.84194
C -2.22048 5.36342 -1.96766
F -2.87637 6.32089 -1.30090
C -1.95681 4.13824 -1.37828
F -2.38160 3.98447 -0.11342
C 1.12677 1.47666 -1.27708
C 1.70263 2.53676 -0.59613
F 0.92211 3.47161 -0.02904
C 3.06647 2.68403 -0.42443
F 3.57151 3.71541 0.26171
C 3.91764 1.73248 -0.95803
F 5.23730 1.83869 -0.79520
C 3.38512 0.67344 -1.66481
F 4.20109 -0.27206 -2.16712
C 2.01333 0.57522 -1.83215
F 1.58177 -0.47051 -2.54981
S -8.09325 -4.11088 -4.78607
C -6.49792 -3.98806 -4.51274
N -5.34685 -3.89903 -4.34088
```

Its net charge is -1. The LUMO energy is 1.624 eV. The value obtained for the HOMO-LUMO gap is 0.259 Ha.

Löwdin atomic charge list, values in e, 5 entries:
1 Au 0.76
2 C -0.09
3 O -0.08
4 C -0.28
5 C 0.00


B:
ORCA calculation (ωB97M-V/def2-TZVPD) on a structure of composition C39H14AuF15GeN5OS2.

Structure (XYZ):
```
78
C39H14AuF15GeN5OS2 (ωB97M-V/def2-TZVPD)
Au 0.38495 -0.62643 -1.81443
C -2.00328 7.61773 9.07646
O -2.95218 7.14695 8.13904
C -2.47905 6.50210 7.03840
C -1.13001 6.30520 6.76297
C -0.75693 5.62620 5.61251
C -1.70903 5.14187 4.72547
C -3.05940 5.34956 5.01418
C -3.44406 6.02069 6.15582
C -1.26644 4.39663 3.54573
N -0.01908 4.24306 3.16897
C -0.07147 3.38265 2.10104
C -1.36642 3.04488 1.81083
N -2.13329 3.71357 2.73457
C -1.74273 2.17923 0.74608
C -3.06799 1.89270 0.41901
C -3.33107 0.99021 -0.57774
C -2.25702 0.37952 -1.20962
N -0.98869 0.65488 -0.92107
C -0.69915 1.56333 0.03147
C 0.69882 1.89236 0.33321
N 1.65281 1.29426 -0.38803
C 2.91511 1.53870 -0.11326
C 3.31926 2.42661 0.89017
C 2.35456 3.07495 1.62020
C 1.00782 2.80892 1.35300
H -2.57399 8.08126 9.87644
H -1.33717 8.36081 8.63003
H -1.40775 6.79739 9.48490
H -0.36325 6.66033 7.43523
H 0.28832 5.44858 5.39968
H -3.83507 4.99139 4.34643
H -4.48834 6.17971 6.38812
H -3.12116 3.60411 2.88581
H -3.87847 2.35438 0.96829
H -4.33986 0.72205 -0.85543
H -2.41697 -0.36556 -1.97460
H 3.64736 1.00812 -0.71212
H 4.37232 2.58762 1.07922
H 2.60440 3.78040 2.40311
F 2.79632 -0.93023 3.72539
C 2.66183 0.29738 4.23260
C 1.40291 0.77716 4.57196
C 1.38058 2.04281 5.13110
F 0.22529 2.61588 5.51340
C 2.52368 2.79380 5.35141
F 2.45288 4.00782 5.91597
C 3.75189 2.28078 4.98886
F 4.86440 2.99849 5.18017
C 3.82433 1.02055 4.42325
F 5.01517 0.52006 4.07683
Ge -0.15770 -0.39749 4.10789
S -0.11901 -0.96234 2.08627
C -0.09388 -1.94731 5.38015
C -1.16396 -2.82553 5.33890
F -2.19875 -2.57970 4.51892
C -1.24614 -3.95909 6.12697
F -2.30163 -4.77933 6.05324
C -0.21949 -4.23976 7.00920
F -0.27554 -5.32913 7.78067
C 0.86001 -3.38147 7.09489
F 1.84791 -3.64382 7.95924
C 0.90090 -2.25648 6.28857
F 1.96728 -1.45759 6.44365
C -1.71523 0.55985 4.95326
C -1.67321 0.88679 6.29923
F -0.62898 0.49765 7.04902
C -2.64080 1.64244 6.93507
F -2.53729 1.95271 8.23122
C -3.72079 2.10176 6.20298
F -4.66104 2.85337 6.78035
C -3.81866 1.76913 4.86662
F -4.86211 2.22058 4.14066
C -2.83765 0.98904 4.27581
F -3.02536 0.68580 2.98630
S 3.50523 -3.34160 -4.13936
C 2.34290 -2.51431 -3.36122
N 1.48741 -1.93911 -2.81380
```

Its net charge is -1. The LUMO energy is 1.575 eV. The value obtained for the HOMO-LUMO gap is 0.255 Ha.

Löwdin atomic charge list, values in e, 5 entries:
1 Au 0.77
2 C -0.09
3 O -0.08
4 C -0.28
5 C 0.00


The winner here is B, beating the second structure by 19.3 kJ/mol.


A:
ORCA calculation (ωB97M-V/def2-TZVPD) on a structure of composition C4H7N2OS.

Structure (XYZ):
```
15
C4H7N2OS (ωB97M-V/def2-TZVPD)
C 1.24025 -0.07868 1.07831
C -2.18796 0.05893 -0.70938
C 0.25690 0.62680 0.14259
C 1.08489 0.08020 -0.94173
N -1.13100 0.01100 0.28523
N 1.96296 -0.45093 -0.18917
O 2.96696 -1.16458 -0.24391
S -1.94981 -1.58863 -0.02978
H 1.81292 0.43578 1.75004
H 0.66904 -0.94134 1.64101
H -3.01413 0.69737 -0.57644
H -1.74687 0.21008 -1.81282
H 0.14424 1.69412 0.31245
H 1.17480 0.11934 -2.02074
H -1.28318 0.29055 1.31434
```

Its net charge is +1. The LUMO energy is -5.426 eV. The value obtained for the HOMO-LUMO gap is 0.296 Ha.

Löwdin atomic charge list, values in e, 5 entries:
1 C 0.02
2 C -0.36
3 C -0.21
4 C 0.00
5 N -0.34


B:
ORCA calculation (ωB97M-V/def2-TZVPD) on the ion C4H7N2OS with charge +1.

Structure (XYZ):
```
15
C4H7N2OS (ωB97M-V/def2-TZVPD)
C -1.72507 0.41227 0.47595
C -1.09342 -1.55626 -0.39337
C -0.41066 1.09091 0.47147
C 0.58175 0.23792 -0.34683
N -2.08232 -0.69256 -0.00242
N 0.15446 -1.12521 -0.53197
O 1.87896 -0.20164 0.70762
S 1.10689 0.80846 -2.01996
H -2.54462 0.90445 1.10914
H -1.40966 -2.52636 -0.31344
H -0.48150 2.13621 0.26773
H -0.16362 0.99577 1.57014
H 0.97146 -1.79662 -0.59304
H 2.55368 -0.30200 0.06926
H -0.23265 0.73893 -2.21046
```

Its net charge is +1. The LUMO energy is -5.804 eV. As for the structure (SMILES): O[C@]1(S)CC=NC=[NH+]1. The value obtained for the HOMO-LUMO gap is 0.318 Ha.

Löwdin atomic charge list, values in e, 5 entries:
1 C -0.09
2 C 0.01
3 C -0.08
4 C -0.63
5 N 0.12


The winner here is B, beating the second structure by 276.7 kJ/mol.


A:
ORCA calculation (ωB97M-V/def2-TZVPD) on a cluster of 6 separate species, C4H17O7 in total.

Structure (XYZ):
```
28
C4H17O7 (ωB97M-V/def2-TZVPD)
O -1.72743 0.86971 1.82131
C -1.07950 0.37642 0.86823
O -0.74676 1.04510 -0.15619
C -0.77788 -1.09788 1.07582
C -0.23605 -2.02430 -0.07559
C 1.20768 -2.45447 0.14687
H -1.69995 -1.58408 1.36104
H -0.12478 -1.30942 1.93024
H -0.31268 -1.25474 -0.90101
H -0.87437 -2.87275 -0.26058
H 1.88878 -1.61290 0.07577
H 1.20086 -2.99232 1.10998
H 1.46593 -3.08811 -0.71484
H -3.28440 -0.38036 0.31345
H -2.67298 -0.73586 -0.87489
O -3.27192 -1.18079 -0.25007
H -0.84912 3.28173 -0.42238
H 0.00135 2.81374 0.72510
O -0.02271 3.47415 0.03137
H 1.12039 2.72568 -1.01611
H 2.17748 2.01464 -0.15819
O 2.01904 2.29409 -1.08691
H 2.81667 0.35564 0.61122
H 1.45272 0.58340 1.33808
O 2.32263 0.97314 1.16695
H 0.71890 0.72779 -2.13467
H -0.62659 0.45314 -1.84958
O -0.08533 0.59960 -2.67441
```

Its net charge is -1. The LUMO energy is 3.276 eV. The value obtained for the HOMO-LUMO gap is 0.326 Ha.

Löwdin atomic charge list, values in e, 5 entries:
1 O -0.04
2 C -0.72
3 O -0.09
4 C -0.15
5 C -0.25


B:
ORCA calculation (ωB97M-V/def2-TZVPD) on a cluster of 6 separate species, C4H17O7 in total.

Structure (XYZ):
```
28
C4H17O7 (ωB97M-V/def2-TZVPD)
O -1.68525 -0.01199 0.31460
C -0.70328 -0.23973 -0.48675
C 0.60596 0.01336 -0.15184
C 1.72991 -0.45933 -1.07323
C 1.84724 -1.96703 -1.27873
O 0.88076 -2.73445 -0.52915
H -1.12335 -0.69628 -1.39232
H 0.43618 -2.10994 0.02663
H 0.88177 0.24461 0.86309
H 1.53834 0.01635 -2.03941
H 2.67596 -0.03873 -0.72990
H 1.62704 -2.29752 -2.29752
H 2.81757 -2.39949 -1.02909
H -3.01718 -0.16024 2.39019
H -2.09509 0.74007 1.89772
O -2.75161 0.73672 2.61886
H -1.11557 -2.50935 -1.47448
H -2.50517 -2.22324 -1.59232
O -1.85741 -2.80149 -2.02640
H -0.99922 2.45854 1.26180
H -0.19163 3.38509 0.40432
O -0.43426 3.23160 1.33383
H 0.05125 2.60923 -1.93105
H 0.69045 1.80101 -0.74150
O 0.57968 2.71032 -1.13510
H 0.46942 0.28859 3.21731
H 0.54815 1.38948 2.43107
O 1.09932 1.02381 3.14939
```

Its net charge is -1. The LUMO energy is 3.362 eV. The value obtained for the HOMO-LUMO gap is 0.288 Ha.

Löwdin atomic charge list, values in e, 5 entries:
1 O -0.17
2 C -0.36
3 C -0.19
4 C -0.19
5 C -0.23


The winner here is A, beating the second structure by 141.8 kJ/mol.